71
Properties=species:S:1:pos:R:3 method="wB97M-V/def2-TZVPD" charge=-1 energy_ev=-137788.525 lumo_ev=1.1 homo_lumo_gap_ev=8.4 homo_energy_ev=-7.24 e_above_lowest_ev=6.235
K -1.35 0.40 -1.43
S -4.74 -2.35 -3.97
S -2.42 5.10 -0.12
S -5.63 -2.70 -1.75
S -1.07 5.55 -1.95
P 4.29 0.17 -3.15
P -1.49 -1.19 4.07
F -3.22 -1.91 -4.20
F -3.09 3.88 0.59
F -0.78 4.85 -3.43
F -6.16 -1.69 -0.62
O -1.61 6.87 -2.34
O 0.20 5.52 -1.38
O -4.79 -3.69 -1.05
O -5.34 -1.68 -5.12
O -2.98 -1.78 3.85
O 5.27 0.45 -1.86
O -0.82 -0.66 2.84
O -6.87 -3.12 -2.27
O -1.30 5.40 0.83
O 4.43 1.63 -3.83
O 2.88 -0.35 -2.92
O -0.76 -2.47 4.73
O -3.47 6.08 -0.20
O 5.22 -0.72 -4.11
O -4.55 -3.79 -3.99
O -1.56 -0.20 5.35
N -2.13 4.31 -1.40
N -4.84 -1.58 -2.44
C 1.20 -1.67 5.97
C -1.76 1.21 5.20
C -3.53 -2.55 4.91
C 4.83 0.61 -0.50
C -4.84 -3.28 4.40
C 5.00 -2.10 -4.27
C 4.97 1.72 -6.18
C 0.70 -2.58 4.93
C -3.20 1.54 5.10
C 3.74 -2.28 -5.20
C 3.94 1.97 -5.14
C 3.65 1.57 -0.35
H 2.78 -1.94 -4.81
H 4.51 -0.33 -0.04
H -3.60 0.95 4.27
H 0.95 -0.63 5.78
H -3.72 1.31 6.03
H 3.99 -1.93 -6.21
H 1.21 -2.30 4.01
H 3.62 2.45 -1.01
H 3.72 3.04 -5.12
H 3.04 1.44 -5.43
H 4.90 -2.59 -3.30
H 2.28 -1.73 6.14
H 5.57 1.01 0.19
H -5.61 -2.54 4.18
H -2.86 -3.32 5.29
H -4.67 -3.73 3.42
H -1.35 1.59 4.26
H 5.40 0.73 -6.01
H 4.70 1.80 -7.23
H 2.75 1.00 -0.57
H -1.32 1.72 6.05
H 5.97 -2.42 -4.65
H 0.91 -3.64 5.08
H 3.44 1.78 0.70
H -3.84 -1.94 5.76
H 0.58 -1.84 6.85
H -3.54 2.57 4.99
H -5.19 -4.05 5.09
H 3.55 -3.34 -5.37
H 5.77 2.42 -5.96